43
Properties=species:S:1:pos:R:3 method="wB97M-V/def2-TZVPD" smiles="O=C(O)c1cccc(S(=O)(=O)N(Cc2ccccc2)c2ccccc2Cl)c1" gap_ev=9.026 mol_weight_da=401.871 homo_energy_ev=-9.08 energy_ha=-1985.85522 lumo_energy_ev=-0.06
Cl 2.830 2.249 -1.629
S -0.512 1.515 -1.797
O -0.036 2.857 -1.686
O -4.758 -1.594 -1.449
O -0.794 0.966 -3.085
O -5.910 -1.066 0.386
N 0.582 0.495 -1.045
C 1.473 -1.731 -0.746
C -3.084 1.939 1.280
C -2.035 2.129 0.393
C 1.196 1.015 0.109
C 2.880 2.469 1.052
C -3.934 0.165 -0.113
C 1.400 1.252 2.496
C 3.757 -3.165 -0.077
C -1.951 1.337 -0.738
C 1.436 -2.672 0.272
C 2.444 2.145 2.325
C 0.776 0.695 1.394
C 0.256 -0.917 -1.097
C -2.882 0.357 -1.007
C 2.664 -1.512 -1.427
C -4.970 -0.873 -0.343
C 2.572 -3.391 0.601
C 3.801 -2.223 -1.092
C 2.266 1.898 -0.051
C -4.027 0.958 1.030
H -0.583 -1.173 -0.433
H -3.163 2.555 2.163
H 2.692 -0.774 -2.215
H 4.723 -2.043 -1.623
H -1.284 2.888 0.551
H -0.045 0.007 1.529
H 3.701 3.152 0.905
H -2.796 -0.231 -1.906
H 0.514 -2.849 0.808
H 2.532 -4.124 1.393
H -4.852 0.789 1.705
H -0.052 -1.101 -2.130
H -5.465 -2.248 -1.562
H 2.927 2.585 3.184
H 4.645 -3.721 0.185
H 1.064 0.991 3.488